C28H75Ag2N6O9 as an isolated structure in a non-equilibrium geometry. Source: OMol25; level of theory: ωB97M-V with the def2-TZVPD basis set.

Each line ends with the Löwdin spin population.
CARTESIAN COORDINATES (ANGSTROEM)
1 Ag 4.38477 4.84649 5.60015  -0.003
2 Ag 6.96271 0.60401 3.34073  -0.001
3 C 0.84471 0.80697 2.54359  0.017
4 C 1.98401 1.50454 3.33629  0.011
5 O 3.18617 1.03135 3.29212  0.653
6 O 1.77704 2.47345 4.07524  0.313
7 H 0.08808 1.48491 2.14863  0.006
8 H 0.36996 -0.00258 3.09797  -0.001
9 H 1.24156 0.38950 1.61821  0.005
10 C -2.50714 -2.12956 -0.81389  0.000
11 C -3.38688 -2.49887 -2.02510  0.000
12 C -2.73159 -3.50950 -2.92688  0.000
13 O -3.63945 -4.07192 -3.85593  0.000
14 C -3.17289 -5.28312 -4.35694  0.000
15 N -4.51328 -3.15674 -1.39767  0.000
16 H -1.47155 -1.87863 -1.04341  0.000
17 H -2.52601 -2.93583 -0.08062  0.000
18 H -2.87951 -1.23528 -0.31418  0.000
19 H -3.72842 -1.59886 -2.53638  0.000
20 H -2.32565 -4.33424 -2.34113  0.000
21 H -1.83268 -3.12602 -3.40962  0.000
22 H -3.89428 -5.68529 -5.06825  0.000
23 H -3.11292 -6.02555 -3.56115  0.000
24 H -2.21197 -5.30698 -4.87091  0.000
25 H -4.23618 -4.12036 -1.27623  0.000
26 H -5.19299 -3.14844 -2.14467  0.000
27 C 3.88907 4.50544 -0.16253  0.000
28 C 3.16275 5.37093 -1.19587  0.000
29 C 1.61687 5.08993 -1.02769  0.000
30 O 0.93750 5.65540 -2.11267  0.000
31 C -0.43948 5.65120 -1.90199  0.000
32 N 3.45823 6.77162 -0.80384  0.000
33 H 3.48320 4.58418 0.84602  0.000
34 H 4.92671 4.82165 -0.05567  0.000
35 H 3.89780 3.43778 -0.38192  0.000
36 H 3.54202 5.10722 -2.18315  0.000
37 H 1.10501 5.50044 -0.15729  0.000
38 H 1.47530 4.01029 -1.07680  0.000
39 H -0.77637 6.21639 -1.03297  0.000
40 H -0.79892 4.62914 -1.78242  0.000
41 H -0.94593 5.92356 -2.82797  0.000
42 H 3.43534 6.76143 0.20585  0.000
43 H 2.63223 7.22109 -1.17235  0.000
44 C -3.11113 4.85075 4.01390  0.000
45 C -3.35991 3.95163 5.21859  0.000
46 C -3.84546 2.53691 4.69801  0.000
47 O -5.13245 2.51240 4.14513  0.000
48 C -6.19838 2.85078 5.02790  0.000
49 N -2.18342 3.87423 6.09112  0.000
50 H -2.34324 4.35042 3.42386  0.000
51 H -2.86187 5.84590 4.38221  0.000
52 H -4.00078 4.99399 3.40063  0.000
53 H -4.10792 4.45141 5.83404  0.000
54 H -3.91446 1.88450 5.56847  0.000
55 H -3.06829 2.16779 4.02879  0.000
56 H -6.20420 2.39267 6.01694  0.000
57 H -7.01046 2.42250 4.44036  0.000
58 H -6.33004 3.92770 5.13280  0.000
59 H -1.43907 3.42998 5.57280  0.000
60 H -2.49021 3.21579 6.79288  0.000
61 C -4.52104 1.89005 -5.63854  0.008
62 C -5.85248 1.76293 -4.87567  0.127
63 C -5.91834 2.62565 -3.52878  0.114
64 O -4.91996 2.11548 -2.60316  0.019
65 C -4.92399 2.70163 -1.31970  0.010
66 N -6.96703 2.20705 -5.63197  0.648
67 H -4.34342 2.90827 -5.98461  0.001
68 H -4.51355 1.30512 -6.55827  0.003
69 H -3.73060 1.44632 -5.03322  0.000
70 H -6.09670 0.74678 -4.56600  0.026
71 H -6.91795 2.54286 -3.10214  -0.001
72 H -5.67351 3.67462 -3.69553  0.003
73 H -5.69664 2.14327 -0.79115  0.000
74 H -5.08274 3.78000 -1.31688  0.000
75 H -3.95896 2.57548 -0.82888  0.002
76 H -7.78293 2.23453 -5.03728  0.019
77 H -6.81440 3.11020 -6.05757  0.022
78 C 6.49695 -1.96034 -5.05213  0.000
79 C 5.03742 -1.75921 -5.51582  0.000
80 C 4.19502 -0.82310 -4.62638  0.000
81 O 2.80980 -0.75197 -5.06162  0.000
82 C 2.10505 0.35196 -4.52175  0.000
83 N 5.15792 -1.28304 -6.89671  0.000
84 H 7.01991 -2.63924 -5.72573  0.000
85 H 6.61060 -2.39625 -4.05956  0.000
86 H 7.04280 -1.01715 -5.02855  0.000
87 H 4.56090 -2.73923 -5.49115  0.000
88 H 4.65982 0.16214 -4.58979  0.000
89 H 4.19626 -1.11764 -3.57693  0.000
90 H 2.21523 0.34786 -3.43734  0.000
91 H 1.06220 0.34548 -4.83882  0.000
92 H 2.57326 1.30846 -4.75411  0.000
93 H 5.20952 -0.27441 -6.88625  0.000
94 H 4.24258 -1.37123 -7.31439  0.000
95 C 4.82921 -3.52177 1.60616  0.000
96 C 5.40318 -3.92462 2.94739  0.000
97 C 5.54127 -5.45388 3.16965  0.000
98 O 5.89858 -5.69625 4.49027  0.000
99 C 5.73393 -7.07426 4.91488  0.000
100 N 6.67898 -3.20925 3.18923  0.000
101 H 3.81847 -3.92292 1.53153  0.000
102 H 5.43335 -3.91615 0.78910  0.000
103 H 4.86858 -2.43634 1.51478  0.000
104 H 4.72282 -3.64594 3.75209  0.000
105 H 6.28518 -5.82891 2.46677  0.000
106 H 4.64851 -6.04200 2.95702  0.000
107 H 6.01400 -7.74278 4.10079  0.000
108 H 4.75832 -7.35768 5.30981  0.000
109 H 6.48867 -7.38992 5.63516  0.000
110 H 6.97762 -3.68351 4.02947  0.000
111 H 7.31641 -3.50899 2.46540  0.000
112 C -0.46951 -5.42868 5.46855  0.000
113 C -1.47924 -4.54848 4.67783  0.000
114 O -2.81955 -4.63545 5.11285  0.000
115 H 0.55406 -5.25707 5.13544  0.000
116 H -0.75329 -6.47214 5.33153  0.000
117 H -0.53769 -5.13837 6.51696  0.000
118 H -1.39558 -4.77974 3.61593  0.000
119 H -1.16513 -3.50476 4.68713  0.000
120 H -3.30781 -4.04395 4.53549  0.000

Charge ... +3
<S²> ... 2.01
ΔE to the lowest compared entry with this formula, charge and spin ... 163.8 kcal/mol
2S+1 ... 3
E_HOMO (spin up / spin down) ... -13.5 / -13.5 eV
E ... -65580.4757 eV

A 11-piece molecular cluster, C28H75F6NO29PS9 overall in a non-equilibrium geometry. Source: OMol25; level of theory: ωB97M-V with the def2-TZVPD basis set.

Each line ends with the Löwdin spin population.
CARTESIAN COORDINATES (ANGSTROEM)
1 P -3.13311 12.50042 -21.82321  0.000
2 F -3.36619 14.04895 -21.24309  0.000
3 F -1.55062 12.90078 -22.02882  0.000
4 F -2.95587 11.99516 -20.27474  0.000
5 F -2.96377 11.04264 -22.47756  0.000
6 F -4.79092 12.18566 -21.61203  0.000
7 F -3.38835 13.05683 -23.34407  0.000
8 C -5.23998 12.81838 -18.33505  0.000
9 N -4.87859 13.00595 -16.90804  0.000
10 O -5.76936 12.81361 -16.07897  0.000
11 O -3.67369 13.01415 -16.60047  0.001
12 H -4.84008 13.72170 -18.79571  0.000
13 H -6.32458 12.88413 -18.42114  0.000
14 H -4.89042 11.88383 -18.77386  0.000
15 O 3.39613 11.23347 -23.68379  0.000
16 S 2.10120 11.86463 -23.79035  0.000
17 O 1.90692 13.25149 -23.52279  0.000
18 O 1.55103 11.62946 -25.32593  0.000
19 C 1.70810 10.37146 -25.98359  0.000
20 C 1.53219 10.65103 -27.46506  0.000
21 C 0.77555 10.84950 -22.91391  0.000
22 H 0.82064 9.83070 -25.65480  0.000
23 H 2.61450 9.80099 -25.78082  0.000
24 H 1.52808 9.76479 -28.09962  0.000
25 H 2.32370 11.31260 -27.81709  0.000
26 H 0.61664 11.20373 -27.67573  0.000
27 H -0.18366 11.27771 -23.20489  0.000
28 H 0.91549 10.90243 -21.83423  0.000
29 H 0.85343 9.83274 -23.29890  0.000
30 O 1.59327 9.52450 -18.10041  0.000
31 S 0.23607 9.23331 -18.60230  0.000
32 O 0.00203 8.09723 -19.50058  0.000
33 O -0.74917 8.95999 -17.27914  0.000
34 C -2.18975 8.87967 -17.55342  0.000
35 C -2.73870 7.48345 -17.15518  0.000
36 C -0.48901 10.76151 -19.28574  0.000
37 H -2.41044 9.11193 -18.59528  0.000
38 H -2.76836 9.70031 -17.12935  0.000
39 H -2.13570 7.19504 -16.29419  0.000
40 H -2.66073 6.73479 -17.94355  0.000
41 H -3.76191 7.40973 -16.78679  0.000
42 H -1.11688 10.39444 -20.09760  0.000
43 H 0.31027 11.40607 -19.65151  0.000
44 H -1.12088 11.24340 -18.53964  0.000
45 O -1.49450 12.03967 -28.80843  0.000
46 S -2.43497 11.43628 -27.88197  0.000
47 O -3.85541 11.32982 -28.33185  0.000
48 O -1.76673 9.96429 -27.30888  0.000
49 C -2.63792 8.92745 -27.05448  0.000
50 C -1.91455 7.86694 -26.27104  0.000
51 C -2.43234 12.34635 -26.27347  0.000
52 H -2.97157 8.63916 -28.05131  0.000
53 H -3.48872 9.26068 -26.46018  0.000
54 H -1.69699 8.07606 -25.22363  0.000
55 H -1.06629 7.47451 -26.83190  0.000
56 H -2.58368 7.00725 -26.23543  0.000
57 H -3.14018 11.99033 -25.52492  0.000
58 H -2.64617 13.39460 -26.48215  0.000
59 H -1.42100 12.15140 -25.91670  0.000
60 O -7.02970 18.04386 -22.45299  0.000
61 S -7.06648 16.60016 -22.64763  0.000
62 O -8.30848 15.91808 -23.03649  0.000
63 O -5.86302 16.09044 -23.69980  0.000
64 C -6.15167 14.95721 -24.48415  0.000
65 C -5.31607 15.02206 -25.79804  0.000
66 C -6.32704 15.82986 -21.12887  0.000
67 H -7.23154 14.87781 -24.60936  0.000
68 H -5.90786 14.05202 -23.92801  0.000
69 H -5.74561 15.79865 -26.43088  0.000
70 H -5.34573 14.19846 -26.51141  0.000
71 H -4.29708 15.27013 -25.50100  0.000
72 H -5.33040 16.21233 -20.90857  0.000
73 H -6.41909 14.75792 -21.30378  0.000
74 H -7.00812 16.07211 -20.31305  0.000
75 O -10.02502 10.82856 -19.82492  0.000
76 S -8.78727 11.60436 -19.59650  0.000
77 O -8.59361 12.54785 -18.46906  0.000
78 O -7.47002 10.63434 -19.45589  0.000
79 C -7.26950 9.62243 -20.44212  0.000
80 C -5.81404 9.24405 -20.26459  0.000
81 C -8.29737 12.48978 -21.14794  0.000
82 H -7.40838 9.97053 -21.46566  0.000
83 H -8.01881 8.84449 -20.29574  0.000
84 H -5.19689 10.06727 -19.90470  0.000
85 H -5.47710 8.85536 -21.22558  0.000
86 H -5.71444 8.50312 -19.47137  0.000
87 H -8.80606 13.43784 -21.32260  0.000
88 H -8.51404 11.87061 -22.01845  0.000
89 H -7.21116 12.57636 -21.17535  0.000
90 O -0.84021 17.85707 -24.33856  0.001
91 S -0.48902 17.26425 -23.07855  0.000
92 O 0.81754 17.58284 -22.44778  0.009
93 O -1.66198 17.64476 -21.91706  0.004
94 C -2.94747 17.98773 -22.38189  0.001
95 C -3.73619 18.74906 -21.18580  0.000
96 C -0.63503 15.41923 -23.05580  0.000
97 H -3.45022 17.10290 -22.77233  0.000
98 H -2.90603 18.71831 -23.18974  0.000
99 H -3.44186 19.76453 -20.92068  0.000
100 H -3.95779 18.21271 -20.26312  0.000
101 H -4.72627 18.80922 -21.63771  0.000
102 H -0.22797 15.01716 -22.12804  0.000
103 H 0.08864 15.10505 -23.80792  0.000
104 H -1.62987 15.09785 -23.36418  0.000
105 O -7.76191 11.77931 -25.12038  0.000
106 S -7.40084 10.34705 -24.99891  0.000
107 O -8.14385 9.44277 -24.09373  0.000
108 O -7.51156 9.67397 -26.51568  0.000
109 C -7.35237 10.52072 -27.69218  0.000
110 C -7.23009 9.61978 -28.90162  0.000
111 C -5.52839 10.08407 -24.73979  0.000
112 H -6.46452 11.15091 -27.64048  0.000
113 H -8.27885 11.09144 -27.75541  0.000
114 H -8.15023 9.10914 -29.18565  0.000
115 H -6.47626 8.86467 -28.67882  0.000
116 H -6.74672 10.21490 -29.67642  0.000
117 H -5.42434 9.00091 -24.67613  0.000
118 H -5.23293 10.57684 -23.81351  0.000
119 H -5.12977 10.50106 -25.66463  0.000
120 O -4.43971 7.38052 -23.48075  0.000
121 S -3.65061 6.66051 -22.50223  0.000
122 O -4.23287 5.96353 -21.40038  0.000
123 O -2.71170 5.56978 -23.38683  0.000
124 C -3.40338 4.77179 -24.29528  0.000
125 C -3.59358 3.42923 -23.65506  0.000
126 C -2.27849 7.64295 -21.85570  0.000
127 H -2.91548 4.62946 -25.25954  0.000
128 H -4.36327 5.13363 -24.66378  0.000
129 H -4.27537 3.52172 -22.80966  0.000
130 H -2.70930 2.91479 -23.27888  0.000
131 H -4.05573 2.77173 -24.39142  0.000
132 H -2.67747 8.14122 -20.97215  0.000
133 H -1.93459 8.36116 -22.60002  0.000
134 H -1.53025 6.95144 -21.46835  0.000
135 O 0.89952 19.07910 -16.97245  0.006
136 S 0.90018 18.35248 -18.26762  0.026
137 O 2.08574 17.71183 -18.81053  0.008
138 O -0.30713 17.16860 -18.18905  0.530
139 C -0.30724 16.14078 -19.14193  0.145
140 C -1.57384 15.39993 -19.07505  0.036
141 C -0.03597 19.39310 -19.54409  0.063
142 H 0.55105 15.51097 -18.90786  0.065
143 H -0.24080 16.58119 -20.13678  0.065
144 H -1.93392 15.21736 -18.06257  0.006
145 H -1.52442 14.46146 -19.62726  0.004
146 H -2.36685 15.84758 -19.67408  0.018
147 H 0.48171 19.06693 -20.44616  0.006
148 H 0.18378 20.43242 -19.29991  0.006
149 H -1.08722 19.11580 -19.46599  0.000

<S²> ... 0.75
2S+1 ... 2
E_HOMO (spin up / spin down) ... -11.1 / -11.1 eV
E ... -214221.8457 eV